Entry 1:
53
Properties=species:S:1:pos:R:3 method="wB97M-V/def2-TZVPD" relative_energy_kcal_mol=0.0 total_charge=0 multiplicity=4
Pd -0.44 -2.12 -0.89
S -3.57 -5.03 -3.07
Sb -2.41 -4.82 -1.14
S -2.69 -2.67 -0.12
S -0.07 -4.40 -1.40
N 0.32 0.54 0.17
P 0.38 -0.95 0.97
C -0.50 -0.71 2.52
C -1.80 -0.20 2.42
C -2.56 -0.03 3.57
C -2.03 -0.38 4.81
C -0.75 -0.90 4.90
C 0.02 -1.07 3.76
C 2.09 -1.28 1.41
C 2.99 -0.29 1.79
C 4.30 -0.62 2.11
C 4.71 -1.94 2.07
C 3.82 -2.94 1.69
C 2.51 -2.61 1.35
P -0.36 0.24 -1.36
C -1.87 1.23 -1.45
C -1.85 2.60 -1.22
C -3.03 3.33 -1.25
C -4.23 2.69 -1.51
C -4.26 1.32 -1.75
C -3.08 0.59 -1.71
C 0.75 1.08 -2.52
C 2.13 1.05 -2.27
C 3.01 1.61 -3.18
C 2.53 2.20 -4.34
C 1.16 2.22 -4.60
C 0.28 1.66 -3.69
H 0.46 1.45 0.59
H -2.21 0.05 1.45
H -3.56 0.37 3.49
H -2.63 -0.25 5.70
H -0.35 -1.17 5.87
H 1.02 -1.47 3.83
H 2.68 0.75 1.82
H 4.99 0.16 2.40
H 5.72 -2.20 2.33
H 4.14 -3.97 1.65
H 1.82 -3.38 1.01
H -0.91 3.11 -1.03
H -3.01 4.40 -1.07
H -5.15 3.26 -1.54
H -5.20 0.82 -1.95
H -3.10 -0.49 -1.87
H 2.50 0.58 -1.36
H 4.07 1.59 -2.98
H 3.22 2.64 -5.05
H 0.79 2.67 -5.50
H -0.79 1.69 -3.89

Entry 2:
36
Properties=species:S:1:pos:R:3 method="wB97M-V/def2-TZVPD" relative_energy_kcal_mol=65.7 total_charge=-2 multiplicity=5
Co 0.56 0.20 -2.68
Cl 1.07 -1.18 -1.34
C 2.25 1.16 -3.01
C -0.40 -0.91 -4.00
H 2.29 1.57 -4.05
H 2.39 2.02 -2.32
H 3.14 0.50 -2.90
H -0.35 -0.47 -5.02
H -1.48 -1.02 -3.75
H 0.02 -1.93 -4.07
Sn 0.00 0.00 0.00
C -1.52 -0.92 1.07
C -0.61 1.07 -1.55
H -2.50 -0.50 0.73
H -1.52 -2.02 0.90
H -1.39 -0.71 2.15
H -1.68 1.03 -1.86
H -0.28 2.11 -1.35
O 1.67 -1.22 2.26
C 1.35 0.02 2.57
O 0.81 0.81 1.65
C 1.28 0.40 4.00
C 0.60 1.57 4.38
C 0.42 1.88 5.75
C 0.93 1.00 6.72
C 1.62 -0.17 6.35
C 1.78 -0.46 4.99
N 2.11 -1.07 7.35
O 1.95 -0.83 8.51
O 2.69 -2.07 7.04
N -0.31 3.05 6.13
O -0.77 3.78 5.31
O -0.50 3.29 7.29
H 0.19 2.23 3.63
H 0.78 1.23 7.77
H 2.28 -1.37 4.69

Entry 3:
10
Properties=species:S:1:pos:R:3 method="wB97M-V/def2-TZVPD" relative_energy_kcal_mol=124.0 total_charge=-1 multiplicity=3
N -0.29 -0.33 -1.46
N 0.15 0.74 -0.77
O 1.01 0.27 -1.85
O 0.84 0.58 0.33
O -0.28 1.83 -0.97
O 0.12 -1.67 0.66
O 0.12 -0.16 2.65
O -1.48 0.17 0.97
S -0.23 -0.38 1.31
H 0.03 -1.05 -0.87

Entry 4:
20
Properties=species:S:1:pos:R:3 method="wB97M-V/def2-TZVPD" relative_energy_kcal_mol=68.9 total_charge=0 smiles=CN1CCCC1.O
C -1.34 1.01 -1.28
N -1.52 0.04 -0.07
C -0.64 0.35 1.19
C 0.68 -0.48 1.23
C 0.51 -1.58 0.08
C -0.99 -1.35 -0.51
H -0.62 0.66 -1.99
H -2.23 1.08 -1.89
H -1.20 1.92 -0.88
H -0.36 1.36 1.24
H -1.35 -0.03 1.98
H 1.60 -0.08 0.90
H 0.83 -0.68 2.23
H 0.68 -2.51 0.49
H 1.21 -1.40 -0.73
H -1.60 -1.96 0.16
H -0.99 -1.66 -1.56
O 2.39 1.80 0.20
H 1.78 1.41 -0.49
H 3.14 2.08 -0.29

Entry 5:
64
Properties=species:S:1:pos:R:3 method="wB97M-V/def2-TZVPD" relative_energy_kcal_mol=0.0 total_charge=+1
Mg -1.85 -0.70 -0.81
F -0.21 -0.70 0.06
C -2.56 -4.78 -2.01
C -2.24 -4.89 -0.50
C -1.35 -3.69 -0.18
O -1.67 -2.72 -1.18
C -1.94 -3.44 -2.43
H -3.63 -4.77 -2.19
H -2.15 -5.60 -2.59
H -1.79 -5.84 -0.22
H -3.17 -4.82 0.07
H -0.28 -3.89 -0.18
H -1.53 -3.27 0.81
H -0.99 -3.56 -2.97
H -2.56 -2.78 -3.05
C 4.08 0.73 0.79
C 4.47 1.93 1.65
C 3.50 3.04 1.15
O 2.57 2.45 0.25
C 2.66 1.02 0.39
H 4.28 -0.24 1.25
H 4.74 0.68 -0.10
H 5.51 2.24 1.64
H 4.25 1.69 2.70
H 4.10 3.76 0.58
H 2.98 3.53 1.98
H 2.31 0.46 -0.47
H 1.98 0.78 1.21
C 1.80 1.38 6.99
O 1.27 1.60 5.69
C 0.91 0.52 5.03
O 1.14 -0.56 5.33
O 0.29 0.88 3.93
C -0.22 -0.20 3.19
H 1.83 2.34 7.48
H 2.81 0.97 6.93
H 1.18 0.70 7.58
H -0.92 -0.81 3.76
H 0.60 -0.82 2.81
H -0.69 0.13 2.26
C -0.31 2.68 0.07
O -1.65 3.17 -0.24
C -2.57 2.33 -0.49
O -2.45 1.11 -0.57
O -3.67 2.97 -0.70
C -4.83 2.21 -0.95
H -0.22 2.47 1.13
H 0.40 3.44 -0.21
H -0.04 1.80 -0.52
H -5.57 2.90 -1.35
H -5.20 1.74 -0.05
H -4.66 1.44 -1.71
C 1.47 0.16 -2.89
O 0.51 0.26 -3.98
C -0.71 -0.07 -3.73
O -1.19 -0.14 -2.64
O -1.40 -0.32 -4.75
C -0.74 -0.32 -6.02
H 2.44 0.09 -3.37
H 1.30 -0.76 -2.33
H 1.44 1.01 -2.21
H -1.51 -0.61 -6.75
H 0.08 -1.01 -6.06
H -0.48 0.70 -6.32

Entry 6:
14
Properties=species:S:1:pos:R:3 method="wB97M-V/def2-TZVPD" relative_energy_kcal_mol=25.7 total_charge=0 smiles="[H]/N=C1/NC(=C)N/C1=N/[H]"
H 2.94 -1.00 -0.06
N 2.09 -1.57 -0.07
C 1.11 -0.80 -0.01
N -0.25 -1.18 0.00
C -1.17 -0.03 0.06
C -2.47 -0.02 0.02
N -0.34 1.03 -0.10
C 1.00 0.78 -0.03
N 1.92 1.67 0.07
H 2.80 1.23 0.21
H -0.79 -1.98 0.25
H -3.03 0.89 -0.17
H -3.05 -0.95 0.09
H -0.77 1.93 -0.26

Entry 7:
89
Properties=species:S:1:pos:R:3 method="wB97M-V/def2-TZVPD" relative_energy_kcal_mol=5.3 total_charge=0 smiles="CCOS(C)(=O)=O.CCOS(C)(=O)=O.CCOS(C)(=O)=O.CCOS(C)(=O)=O.CCOS(C)(=O)=O.C[N+](=O)[O-].C[N+](=O)[O-]"
C -1.55 5.94 1.77
C -1.16 4.57 1.28
O -0.22 4.69 0.15
S 1.31 4.44 0.38
C 1.93 6.00 1.00
O 1.50 3.49 1.42
O 1.94 4.17 -0.86
H -1.74 6.58 0.90
H -0.75 6.35 2.38
H -2.53 5.93 2.27
H -0.72 3.98 2.09
H -1.97 3.98 0.85
H 1.62 6.04 2.04
H 1.53 6.80 0.39
H 3.00 5.89 0.85
C -5.60 -4.95 4.48
C -4.89 -3.65 4.18
O -4.10 -3.86 2.95
S -3.69 -2.57 2.10
C -2.08 -2.29 2.86
O -3.58 -3.02 0.77
O -4.52 -1.46 2.42
H -6.44 -5.17 3.84
H -5.95 -4.93 5.53
H -4.90 -5.79 4.54
H -5.64 -2.88 3.99
H -4.19 -3.37 4.97
H -1.36 -2.35 2.05
H -1.89 -3.16 3.47
H -2.05 -1.36 3.39
C -0.70 -1.99 -2.36
C -0.82 -2.11 -0.85
O -0.49 -0.87 -0.17
S -1.59 0.30 -0.13
C -0.85 1.47 -1.25
O -2.82 -0.10 -0.69
O -1.52 0.77 1.21
H -1.29 -1.13 -2.71
H -1.15 -2.79 -2.95
H 0.32 -1.80 -2.69
H -1.81 -2.47 -0.57
H -0.09 -2.83 -0.48
H -0.47 0.93 -2.11
H -0.10 2.02 -0.71
H -1.68 2.11 -1.53
C 5.23 -2.15 2.31
C 4.11 -1.26 2.80
O 2.89 -2.03 2.77
S 1.73 -1.63 3.78
C 1.09 -0.18 3.01
O 0.79 -2.70 3.71
O 2.32 -1.25 5.02
H 5.17 -2.31 1.24
H 5.35 -3.04 2.93
H 6.17 -1.60 2.45
H 4.33 -0.95 3.82
H 4.03 -0.36 2.19
H 0.50 0.41 3.71
H 0.50 -0.38 2.13
H 1.96 0.41 2.71
C 3.66 1.12 -3.08
C 3.67 -0.32 -2.75
O 4.48 -1.07 -3.65
S 4.56 -2.63 -3.45
C 6.10 -2.88 -4.32
O 4.74 -2.87 -2.05
O 3.51 -3.26 -4.15
H 2.72 1.54 -2.73
H 3.67 1.34 -4.15
H 4.49 1.67 -2.64
H 3.93 -0.52 -1.71
H 2.64 -0.67 -2.87
H 6.48 -1.94 -4.66
H 5.95 -3.56 -5.16
H 6.69 -3.40 -3.56
C 1.33 4.13 -5.35
N 0.74 3.45 -4.21
O 0.25 4.11 -3.39
O 0.85 2.31 -4.17
H 1.01 5.16 -5.37
H 1.06 3.56 -6.23
H 2.41 4.14 -5.24
C -6.28 -1.03 -1.24
N -7.35 -1.90 -1.80
O -7.85 -1.56 -2.85
O -7.69 -2.88 -1.14
H -6.32 -0.03 -1.62
H -5.33 -1.53 -1.36
H -6.53 -1.01 -0.18

Entry 8:
9
Properties=species:S:1:pos:R:3 method="wB97M-V/def2-TZVPD" relative_energy_kcal_mol=125.2 total_charge=0
C 2.26 -0.25 0.13
C 1.09 0.21 -0.01
C -0.18 1.02 0.17
C -0.25 -0.34 -0.49
O -0.73 -1.48 0.14
H -0.53 1.01 1.17
H -0.40 1.85 -0.34
H -0.46 -0.47 -1.81
H -0.79 -1.55 1.05

Entry 9:
12
Properties=species:S:1:pos:R:3 method="wB97M-V/def2-TZVPD" relative_energy_kcal_mol=58.3 total_charge=0
C -1.96 -0.52 -0.27
C 1.91 0.26 -0.26
N -3.06 -0.78 0.26
O 2.94 0.65 0.63
O -0.43 1.40 0.23
S 0.78 -1.09 0.29
S -0.81 0.21 0.95
H -1.50 -0.68 -1.22
H 2.42 1.06 1.37
H 1.11 1.01 -0.43
H 2.27 -0.10 -1.20
H -3.67 -1.43 -0.35

Entry 10:
13
Properties=species:S:1:pos:R:3 method="wB97M-V/def2-TZVPD" relative_energy_kcal_mol=65.9 total_charge=0 smiles="C[C@H]1CN1C=O"
C -1.62 -0.18 0.52
C -0.44 -0.80 -0.13
C 0.50 -0.21 -1.06
N 0.94 -0.16 0.30
C 1.75 0.94 0.56
O 2.02 1.73 -0.31
H -1.63 -0.51 1.56
H -2.56 -0.51 0.07
H -1.53 0.91 0.47
H -0.55 -1.88 -0.27
H 1.13 -0.90 -1.62
H 0.21 0.71 -1.54
H 2.25 0.97 1.55

Entry 11:
20
Properties=species:S:1:pos:R:3 method="wB97M-V/def2-TZVPD" total_charge=0 multiplicity=3
C -2.53 -1.25 0.25
C -1.24 -1.08 0.81
C -2.63 -0.36 -0.78
C -0.65 -0.09 0.03
C 1.12 1.09 1.39
C 1.81 -0.58 -0.34
C 0.83 0.57 -0.05
N 0.81 1.55 -1.05
O -1.46 0.31 -0.95
F 1.36 -1.26 -1.55
F 1.83 -1.46 0.69
H -3.32 -1.94 0.41
H -0.91 -1.66 1.63
H -3.23 -0.36 -1.63
H 1.09 2.27 1.46
H 2.20 0.76 1.59
H 0.36 0.66 2.14
H 2.76 -0.19 -0.64
H 1.71 1.69 -1.62
H 0.08 1.33 -1.79

Entry 12:
106
Properties=species:S:1:pos:R:3 method="wB97M-V/def2-TZVPD" relative_energy_kcal_mol=18.9 total_charge=-2
Na -0.18 -2.24 0.57
N -1.64 0.30 3.20
N -0.71 1.19 3.76
C 0.62 1.12 3.57
N 1.37 1.97 4.32
N 1.05 0.21 2.72
N 2.39 0.22 2.41
O 3.09 1.23 2.61
O 2.83 -0.82 1.99
H -1.65 0.42 2.19
H -1.34 -0.65 3.36
H -1.04 1.65 4.59
H 0.89 2.75 4.74
H 2.30 2.13 3.96
Cl -7.92 -2.25 0.03
C -6.24 -2.07 0.50
C -5.66 -3.02 1.36
C -4.35 -2.91 1.71
Cl -3.65 -4.09 2.76
C -3.46 -1.87 1.20
O -2.25 -1.89 1.47
C -4.13 -0.90 0.37
C -3.48 0.28 -0.16
O -2.35 0.70 0.03
C -5.49 -1.03 0.04
H -6.26 -3.84 1.74
H -4.16 0.86 -0.84
H -5.95 -0.28 -0.61
O 3.13 -5.08 6.39
C 3.30 -5.41 5.19
O 4.12 -6.21 4.71
C 2.36 -4.71 4.18
C 1.34 -3.87 4.63
C 0.52 -3.26 3.71
N 0.65 -3.41 2.39
C 1.61 -4.22 1.94
C 2.47 -4.90 2.81
C 1.73 -4.39 0.42
O 2.08 -5.50 0.00
O 1.43 -3.36 -0.27
H 1.23 -3.71 5.69
H -0.30 -2.63 4.03
H 3.21 -5.58 2.42
N -9.12 -2.92 -5.92
C -8.19 -3.05 -5.25
C -7.03 -3.21 -4.41
C -6.61 -4.49 -4.04
C -5.49 -4.64 -3.25
C -4.79 -3.53 -2.81
C -5.21 -2.25 -3.17
C -6.32 -2.09 -3.97
N -3.66 -3.69 -1.99
C -3.41 -4.73 -1.10
C -2.23 -4.43 -0.50
N -1.75 -3.23 -0.98
C -2.61 -2.82 -1.86
H -7.16 -5.35 -4.39
H -5.15 -5.64 -2.98
H -4.69 -1.39 -2.79
H -6.66 -1.10 -4.25
H -4.11 -5.53 -0.95
H -1.71 -4.98 0.26
H -2.53 -1.91 -2.43
C 3.88 5.37 -2.30
C 3.50 3.97 -2.81
C 3.71 3.94 -4.33
C 4.49 2.97 -2.19
C 2.00 3.67 -2.47
O 1.19 4.59 -3.23
C 1.58 3.88 -1.00
C 2.27 3.11 0.14
C 3.15 3.95 1.04
C 2.72 5.19 1.52
C 3.52 5.95 2.36
C 4.76 5.47 2.73
Cl 5.77 6.43 3.78
C 5.21 4.24 2.28
C 4.40 3.49 1.45
C 1.47 2.32 -3.00
N 1.45 1.22 -2.07
C 0.49 0.90 -1.18
N 0.85 -0.14 -0.47
C 2.06 -0.48 -1.00
N 2.46 0.32 -1.97
H 4.92 5.57 -2.57
H 3.80 5.45 -1.22
H 3.28 6.17 -2.76
H 4.71 4.33 -4.55
H 2.98 4.54 -4.86
H 3.67 2.93 -4.72
H 5.46 3.10 -2.68
H 4.17 1.94 -2.32
H 4.64 3.15 -1.13
H 1.44 5.49 -2.97
H 0.51 3.69 -0.98
H 1.68 4.96 -0.82
H 2.85 2.26 -0.23
H 1.50 2.66 0.77
H 1.75 5.56 1.24
H 3.18 6.91 2.72
H 6.17 3.87 2.60
H 4.73 2.51 1.13
H 2.00 1.99 -3.89
H 0.43 2.51 -3.29
H -0.44 1.44 -1.08
H 2.60 -1.35 -0.68

Entry 13:
16
Properties=species:S:1:pos:R:3 method="wB97M-V/def2-TZVPD" relative_energy_kcal_mol=25.8 total_charge=0 multiplicity=3
C 1.83 -0.16 -0.34
C 0.95 0.88 0.32
C -1.60 0.76 1.18
N -1.49 -1.56 -1.41
N 1.00 -1.04 -1.23
N -0.16 0.19 0.93
S -0.38 -1.52 -0.32
H 2.65 0.28 -0.96
H 2.33 -0.75 0.44
H 1.59 1.32 1.20
H 0.77 1.58 -0.56
H -2.08 1.21 0.28
H -2.20 -0.12 1.44
H -1.57 1.53 2.00
H -2.25 -2.25 -1.12
H 0.62 -0.35 -1.85

| no. | E (Ha) |
| --- | --- |
| 1 | -3227.37335 |
| 2 | -3045.43660 |
| 3 | -959.36142 |
| 4 | -328.20903 |
| 5 | -1795.65408 |
| 6 | -375.02047 |
| 7 | -4205.05325 |
| 8 | -229.82851 |
| 9 | -1080.72398 |
| 10 | -286.52661 |
| 11 | -601.65596 |
| 12 | -4463.61928 |
| 13 | -681.93237 |